No. 1
A gas-phase ion, C8H16 (charge +1). Source: OMol25; level of theory: the ωB97M-V functional and the def2-TZVPD basis.

Last column: Löwdin charge in e.
Element x y z (Å)
C: -0.192 -0.530 3.210  -0.085
C: -1.225 -0.250 2.110  -0.268
C: -1.193 -1.290 0.999  -0.202
C: 0.096 -1.323 0.148  -0.169
C: 0.712 0.057 -0.195  -0.156
C: 0.278 0.533 -1.494  0.066
C: 1.129 1.247 -2.351  0.030
C: 0.738 1.798 -3.645  -0.033
H: 0.627 -1.149 2.845  0.067
H: -0.645 -1.016 4.070  0.080
H: 0.266 0.394 3.574  0.078
H: -2.222 -0.300 2.537  0.109
H: -1.222 0.794 1.776  0.099
H: -1.232 -2.267 1.476  0.122
H: -2.066 -1.249 0.352  0.111
H: 0.878 -1.900 0.652  0.119
H: -0.128 -1.903 -0.744  0.112
H: 0.368 0.737 0.601  0.142
H: 1.800 0.085 -0.101  0.138
H: -0.741 0.286 -1.788  0.157
H: 2.154 1.412 -2.033  0.142
H: -0.129 2.456 -3.549  0.120
H: 0.405 1.019 -4.349  0.128
H: 1.544 2.359 -4.101  0.096

Computed properties:
* maximum force: 0.69 eV/A
* relative energy (zero: lowest compared OMol25 entry of this formula, charge and spin): 0.0 kJ/mol
* total charge: +1
* molecular weight: 112.2 g mol⁻¹
* E_tot: -8546.1409 eV
* multiplicity: 2

---

No. 2
A single C3H4N2O molecule in a non-equilibrium geometry. Source: OMol25; level of theory: the ωB97M-V functional and the def2-TZVPD basis.

Last column: Löwdin charge in e.
Element x y z (Å)
N: 2.491 0.169 -1.396  0.142
C: 1.722 0.109 -0.535  -0.187
C: 0.722 0.016 0.548  -0.184
N: -0.505 -0.593 0.121  0.012
C: -1.557 0.222 -0.210  -0.337
O: -1.550 1.423 -0.035  0.026
H: 0.463 1.035 0.851  0.123
H: 1.163 -0.484 1.416  0.128
H: -0.529 -1.576 -0.120  0.141
H: -2.420 -0.322 -0.640  0.136

Computed properties:
* maximum force: 1.13 eV/A
* relative energy (zero: lowest compared OMol25 entry of this formula, charge and spin): 70.8 kJ/mol
* total charge: 0
* molecular weight: 84.1 g mol⁻¹
* E_tot: -8203.1512 eV

---

No. 3
8 unconnected molecules or ions with the total composition C38H100N8O11 in a non-equilibrium geometry. Source: OMol25; level of theory: the ωB97M-V functional and the def2-TZVPD basis.

Last column: Löwdin charge in e.
Element x y z (Å)
C: -3.031 -2.823 5.510  -0.116
O: -2.155 -2.182 4.612  -0.201
C: -1.311 -1.154 5.112  -0.196
C: -2.088 -0.073 5.811  -0.428
C: -3.071 0.685 4.895  -0.039
N: -1.156 0.917 6.350  0.018
H: -2.469 -3.267 6.338  0.092
H: -3.561 -3.609 4.975  0.087
H: -3.801 -2.180 5.946  0.077
H: -0.571 -1.621 5.778  0.126
H: -0.657 -0.808 4.310  0.124
H: -2.609 -0.424 6.708  0.127
H: -3.281 1.709 5.212  0.074
H: -4.069 0.244 4.836  0.069
H: -2.719 0.772 3.865  0.053
H: -0.511 0.533 7.030  0.070
H: -1.497 1.776 6.749  0.067
C: 8.015 -1.769 4.954  -0.123
O: 7.383 -2.141 3.752  -0.177
C: 6.904 -1.036 3.000  -0.204
C: 7.222 -1.251 1.521  -0.421
C: 8.577 -0.696 1.165  -0.086
N: 6.265 -0.543 0.648  0.049
H: 8.996 -1.362 4.655  0.086
H: 8.390 -2.647 5.489  0.084
H: 7.476 -1.130 5.654  0.088
H: 5.810 -1.050 3.068  0.112
H: 7.210 -0.034 3.314  0.130
H: 7.277 -2.302 1.234  0.145
H: 9.087 -0.964 0.241  0.068
H: 9.295 -1.036 1.934  0.077
H: 8.746 0.372 1.358  0.080
H: 5.306 -0.795 0.879  0.036
H: 6.361 0.445 0.869  0.072
C: 0.950 -1.439 -4.746  -0.098
O: 0.699 -0.726 -3.537  -0.207
C: -0.607 -0.170 -3.553  -0.206
C: -0.701 1.205 -4.262  -0.441
C: 0.460 2.154 -4.018  -0.057
N: -1.980 1.845 -3.948  0.032
H: 1.948 -1.880 -4.667  0.085
H: 1.115 -0.686 -5.524  0.089
H: 0.257 -2.240 -4.996  0.090
H: -1.357 -0.792 -4.053  0.120
H: -0.886 -0.057 -2.501  0.112
H: -0.761 1.018 -5.340  0.131
H: 1.443 1.817 -4.346  0.069
H: 0.535 2.425 -2.959  0.076
H: 0.359 3.115 -4.528  0.079
H: -1.954 2.133 -2.971  0.068
H: -2.735 1.169 -4.011  0.061
C: -6.662 1.483 -1.706  -0.120
O: -7.015 2.221 -2.840  -0.205
C: -5.962 3.018 -3.359  -0.189
C: -6.375 3.466 -4.786  -0.423
C: -5.484 4.492 -5.489  -0.069
N: -7.724 4.089 -4.726  0.027
H: -5.793 1.870 -1.157  0.076
H: -6.428 0.431 -1.904  0.086
H: -7.496 1.607 -1.009  0.091
H: -5.811 3.901 -2.732  0.134
H: -5.091 2.372 -3.491  0.115
H: -6.486 2.499 -5.295  0.131
H: -5.427 5.391 -4.873  0.076
H: -5.842 4.692 -6.494  0.072
H: -4.420 4.224 -5.503  0.070
H: -8.166 3.550 -3.984  0.056
H: -8.172 3.956 -5.622  0.068
C: 2.392 3.012 1.237  -0.104
O: 1.901 4.272 1.703  -0.203
C: 0.662 4.229 2.400  -0.189
C: -0.471 3.476 1.686  -0.380
C: -1.849 4.008 2.142  -0.052
N: -0.415 2.039 2.055  0.032
H: 3.331 3.089 0.705  0.084
H: 1.580 2.543 0.674  0.055
H: 2.462 2.367 2.124  0.086
H: 0.964 3.900 3.401  0.132
H: 0.345 5.272 2.438  0.116
H: -0.324 3.502 0.607  0.137
H: -1.793 5.090 2.280  0.071
H: -2.202 3.425 2.990  0.064
H: -2.635 3.855 1.396  0.072
H: -1.273 1.564 1.780  0.042
H: -0.418 1.844 3.054  0.073
C: -5.551 -1.852 2.854  -0.101
O: -6.309 -0.896 2.159  -0.214
C: -7.691 -0.812 2.366  -0.221
C: -8.427 -1.960 1.658  -0.225
N: -8.165 -1.928 0.242  -0.065
C: -8.089 -3.230 -0.457  -0.181
C: -6.871 -4.035 -0.093  -0.211
O: -6.515 -4.995 -1.103  -0.211
C: -7.449 -6.018 -1.329  -0.127
H: -5.629 -2.850 2.403  0.077
H: -6.023 -1.942 3.841  0.094
H: -4.492 -1.605 2.861  0.070
H: -8.023 0.159 1.996  0.124
H: -7.918 -0.857 3.439  0.121
H: -9.499 -1.922 1.870  0.119
H: -8.002 -2.804 2.223  0.108
H: -7.377 -1.320 0.062  0.091
H: -8.205 -3.098 -1.531  0.123
H: -9.028 -3.640 -0.074  0.121
H: -6.969 -4.649 0.813  0.116
H: -5.916 -3.526 0.051  0.119
H: -6.939 -6.875 -1.768  0.087
H: -8.283 -5.663 -1.940  0.085
H: -7.815 -6.402 -0.365  0.088
C: -3.308 0.072 0.668  -0.131
O: -2.017 -0.337 0.375  -0.194
C: -1.677 -1.648 0.782  -0.200
C: -0.222 -1.880 0.363  -0.204
N: 0.712 -0.964 1.027  -0.040
C: 1.954 -0.759 0.257  -0.187
C: 2.861 -2.000 0.136  -0.193
O: 3.753 -2.139 1.224  -0.236
C: 3.218 -2.803 2.369  -0.074
H: -3.579 0.871 -0.036  0.083
H: -3.509 0.370 1.701  0.076
H: -4.119 -0.604 0.347  0.085
H: -2.353 -2.404 0.370  0.125
H: -1.718 -1.813 1.868  0.115
H: -0.184 -1.791 -0.733  0.112
H: 0.040 -2.911 0.612  0.112
H: 0.229 -0.071 1.054  0.059
H: 2.523 0.108 0.595  0.106
H: 1.596 -0.434 -0.732  0.102
H: 3.426 -1.840 -0.779  0.111
H: 2.212 -2.876 0.092  0.108
H: 2.721 -3.725 2.068  0.090
H: 2.625 -2.052 2.897  0.085
H: 4.076 -3.011 3.010  0.081
C: 11.841 0.731 -3.010  -0.116
O: 10.593 0.769 -3.650  -0.180
C: 9.489 0.805 -2.789  -0.246
C: 8.463 1.807 -3.331  -0.170
N: 7.594 1.301 -4.439  -0.054
C: 6.969 -0.006 -4.237  -0.224
C: 5.867 -0.067 -3.215  -0.230
O: 4.964 1.020 -3.329  -0.177
C: 3.915 0.856 -2.411  -0.116
H: 12.081 1.739 -2.657  0.092
H: 12.610 0.382 -3.703  0.085
H: 11.865 -0.048 -2.237  0.087
H: 9.728 1.220 -1.800  0.115
H: 9.053 -0.169 -2.545  0.108
H: 8.990 2.659 -3.754  0.116
H: 7.783 2.130 -2.536  0.111
H: 6.785 1.916 -4.372  0.087
H: 7.759 -0.732 -4.013  0.107
H: 6.689 -0.413 -5.215  0.113
H: 6.332 -0.181 -2.225  0.107
H: 5.257 -0.976 -3.313  0.119
H: 3.102 1.577 -2.503  0.077
H: 4.272 0.983 -1.381  0.082
H: 3.468 -0.134 -2.560  0.073

Computed properties:
* maximum force: 2.95 eV/A
* relative energy (zero: lowest compared OMol25 entry of this formula, charge and spin): 290.0 kJ/mol
* total charge: 0
* molecular weight: 845.3 g mol⁻¹
* E_tot: -75461.2779 eV

---

No. 4
A single C5H6N2S molecule. Source: OMol25; level of theory: the ωB97M-V functional and the def2-TZVPD basis.

Last column: Löwdin charge in e.
Element x y z (Å)
C: 2.714 -0.205 -0.469  -0.040
C: 1.319 0.062 0.061  -0.367
N: 0.845 1.241 -0.133  0.053
N: -0.312 1.652 0.467  -0.028
C: -1.420 1.077 0.277  -0.446
S: -1.666 -0.474 -0.609  0.880
C: -0.621 -1.416 0.453  -0.420
C: 0.647 -1.067 0.711  -0.126
H: 2.689 -1.048 -1.165  0.080
H: 3.117 0.666 -0.990  0.077
H: 3.396 -0.464 0.366  0.087
H: -2.292 1.511 0.752  0.066
H: -1.063 -2.316 0.895  0.070
H: 1.256 -1.723 1.340  0.113

Computed properties:
* maximum force: 0.56 eV/A
* relative energy (zero: lowest compared OMol25 entry of this formula, charge and spin): 237.4 kJ/mol
* total charge: 0
* molecular weight: 126.2 g mol⁻¹
* E_tot: -19095.5503 eV

---

No. 5
2 unconnected molecules or ions with the total composition C4H19BN3OP. Source: OMol25; level of theory: the ωB97M-V functional and the def2-TZVPD basis.

Last column: Löwdin charge in e.
Element x y z (Å)
C: -1.470 -0.800 2.502  -0.075
N: -1.686 0.162 1.402  -0.157
C: -2.566 -0.402 0.377  -0.135
B: -0.358 0.590 0.896  -0.751
O: 0.044 1.875 1.284  0.044
P: 0.829 -0.430 -0.290  0.389
C: 2.098 -1.367 -1.427  -0.387
C: 3.413 -1.390 -0.755  -0.404
N: 4.314 -0.499 -0.850  0.056
H: -0.420 -1.069 2.614  0.072
H: -2.027 -1.712 2.313  0.083
H: -1.804 -0.386 3.451  0.078
H: -3.605 -0.317 0.691  0.082
H: -2.451 0.132 -0.566  0.050
H: -2.339 -1.441 0.144  0.069
H: 0.790 1.846 1.885  0.095
H: 0.275 0.398 -1.505  -0.060
H: -0.199 -1.447 -0.545  -0.032
H: 1.356 -1.197 0.902  -0.012
H: 1.871 0.591 -0.061  -0.020
H: 1.747 -2.389 -1.562  0.058
H: 2.165 -0.863 -2.389  0.058
H: 3.587 -2.231 -0.091  0.086
H: 3.996 0.225 -1.493  0.023
N: -1.520 2.433 -1.391  0.303
H: -1.216 1.924 -0.558  0.054
H: -0.938 3.264 -1.492  0.155
H: -1.383 1.809 -2.191  0.124
H: -2.501 2.692 -1.294  0.152

Computed properties:
* maximum force: 0.89 eV/A
* relative energy (zero: lowest compared OMol25 entry of this formula, charge and spin): 42.0 kJ/mol
* total charge: 0
* molecular weight: 167.0 g mol⁻¹
* E_tot: -20933.5599 eV

---

No. 6
2 unconnected molecules or ions with the total composition C15H17Cl2O6S in a non-equilibrium geometry. Source: OMol25; level of theory: the ωB97M-V functional and the def2-TZVPD basis.

Last column: Löwdin charge in e.
Element x y z (Å)
C: 3.948 -3.694 -1.247  -0.078
C: 3.782 -2.201 -1.355  -0.228
O: 2.857 -1.778 -0.333  0.004
C: 2.823 -0.436 -0.200  -0.524
C: 1.920 0.020 0.882  -0.010
C: 2.209 1.204 1.405  0.004
C: 1.578 1.615 2.674  -0.467
O: 0.677 0.977 3.196  0.089
O: 2.118 2.746 3.190  -0.010
C: 1.536 3.138 4.441  -0.243
C: 2.324 4.290 5.008  -0.080
O: 3.485 0.343 -0.878  0.047
H: 4.510 -4.025 -2.119  0.073
H: 4.515 -3.957 -0.351  0.074
H: 2.986 -4.210 -1.219  0.082
H: 4.740 -1.682 -1.202  0.124
H: 3.348 -1.916 -2.326  0.137
H: 1.156 -0.660 1.254  0.142
H: 2.917 1.882 0.929  0.130
H: 0.495 3.425 4.243  0.130
H: 1.556 2.281 5.124  0.124
H: 1.848 4.592 5.942  0.074
H: 3.355 3.999 5.222  0.077
H: 2.338 5.141 4.322  0.078
Cl: -7.954 -1.021 -2.357  0.653
C: -6.245 -0.953 -2.311  -0.709
C: -5.553 -1.441 -1.198  -0.104
C: -4.149 -1.400 -1.174  -0.052
C: -3.444 -0.872 -2.250  -0.262
S: -1.612 -0.907 -2.226  0.552
C: -1.086 0.547 -1.390  -0.895
Cl: 0.480 1.081 -1.505  0.621
O: -1.229 -2.063 -1.444  -0.388
O: -1.292 -0.857 -3.638  -0.402
C: -4.135 -0.384 -3.361  -0.049
C: -5.536 -0.419 -3.391  -0.109
H: -6.103 -1.854 -0.365  0.095
H: -3.617 -1.803 -0.319  0.113
H: -1.866 1.284 -1.203  -0.021
H: -3.604 0.010 -4.223  0.112
H: -6.076 -0.040 -4.251  0.096

Computed properties:
* maximum force: 4.20 eV/A
* total charge: -1
* molecular weight: 396.3 g mol⁻¹
* E_tot: -63995.1048 eV

---

No. 7
8 unconnected molecules or ions with the total composition C5H23O9 in a non-equilibrium geometry. Source: OMol25; level of theory: the ωB97M-V functional and the def2-TZVPD basis.

Last column: Löwdin charge in e.
Element x y z (Å)
C: -0.694 0.550 2.226  -0.264
O: 0.444 1.406 1.997  -0.178
C: -0.324 -0.832 2.526  -0.210
C: -0.128 -1.911 1.391  -0.199
C: 0.576 -1.256 0.249  -0.167
C: 0.147 -1.345 -1.006  -0.379
O: 0.691 -0.807 -2.021  -0.236
H: -0.964 1.205 3.115  0.142
H: -1.466 0.731 1.455  0.091
H: -1.059 -1.228 3.290  0.116
H: 0.558 -0.861 3.218  0.105
H: 0.583 -2.617 1.898  0.099
H: -1.072 -2.439 1.095  0.116
H: 1.427 -0.588 0.492  0.108
H: 1.051 1.111 1.178  0.115
H: -0.797 -1.966 -1.346  0.137
H: 0.352 0.903 -2.941  -0.032
H: -1.202 0.848 -3.166  0.070
O: -0.367 1.495 -3.054  -0.122
H: -0.526 1.830 -1.214  0.054
H: -0.879 2.165 0.210  -0.003
O: -1.290 2.177 -0.639  -0.079
H: -2.794 -0.409 -2.295  0.043
H: -1.347 -0.936 -2.826  0.048
O: -2.242 -0.536 -3.094  -0.095
H: 2.094 1.874 -1.677  -0.073
H: 1.513 0.424 -1.351  0.052
O: 1.770 1.404 -1.042  -0.042
H: -2.469 1.047 -0.174  -0.041
H: -4.140 1.218 -0.393  0.043
O: -3.363 0.689 -0.153  -0.094
H: 2.826 -0.112 3.360  0.033
H: 2.189 1.385 2.883  0.038
O: 2.827 0.865 3.464  -0.120
H: 2.426 -1.474 -2.462  -0.049
H: 2.562 -2.251 -1.280  0.013
O: 3.087 -1.761 -1.912  -0.039

Computed properties:
* maximum force: 9.50 eV/A
* relative energy (zero: lowest compared OMol25 entry of this formula, charge and spin): 379.3 kJ/mol
* total charge: -1
* molecular weight: 227.2 g mol⁻¹
* E_tot: -23985.4585 eV

---

No. 8
A molecular structure, C38H35N4O3P2S4Tc in a non-equilibrium geometry. Source: OMol25; level of theory: the ωB97M-V functional and the def2-TZVPD basis.

Last column: Löwdin charge in e.
Element x y z (Å)
Tc: -0.920 0.879 -0.017  0.836
N: 1.351 -0.764 1.244  -0.323
P: 0.426 0.477 1.953  0.883
C: 1.585 1.600 2.764  -0.331
C: 2.857 1.818 2.245  -0.106
C: 3.727 2.687 2.883  -0.058
C: 3.323 3.363 4.023  -0.059
C: 2.045 3.169 4.529  -0.061
C: 1.179 2.286 3.908  -0.072
C: -0.442 -0.259 3.369  -0.380
C: 0.085 -1.368 4.024  -0.082
C: -0.603 -1.943 5.082  -0.064
C: -1.815 -1.407 5.495  -0.066
C: -2.336 -0.290 4.857  -0.061
C: -1.654 0.281 3.793  -0.122
P: 0.869 -0.850 -0.385  0.919
C: 0.195 -2.512 -0.695  -0.395
C: -0.870 -2.660 -1.577  -0.110
C: -1.387 -3.922 -1.838  -0.065
C: -0.851 -5.034 -1.207  -0.067
C: 0.216 -4.891 -0.327  -0.064
C: 0.745 -3.634 -0.080  -0.084
C: 2.414 -1.009 -1.332  -0.343
C: 3.655 -0.674 -0.803  -0.098
C: 4.808 -0.861 -1.549  -0.059
C: 4.731 -1.367 -2.837  -0.065
C: 3.495 -1.702 -3.374  -0.064
C: 2.345 -1.536 -2.622  -0.097
H: 2.245 -1.082 1.599  0.078
H: 3.151 1.363 1.312  0.067
H: 4.714 2.853 2.472  0.114
H: 4.000 4.050 4.514  0.111
H: 1.723 3.702 5.414  0.110
H: 0.191 2.130 4.323  0.100
H: 1.029 -1.793 3.704  0.105
H: -0.190 -2.806 5.587  0.110
H: -2.351 -1.857 6.321  0.110
H: -3.275 0.136 5.185  0.113
H: -2.070 1.147 3.291  0.062
H: -1.302 -1.788 -2.054  0.087
H: -2.211 -4.036 -2.530  0.109
H: -1.258 -6.017 -1.404  0.109
H: 0.641 -5.761 0.157  0.110
H: 1.586 -3.526 0.596  0.110
H: 3.739 -0.246 0.184  0.079
H: 5.768 -0.599 -1.123  0.112
H: 5.632 -1.506 -3.420  0.110
H: 3.427 -2.105 -4.376  0.110
H: 1.390 -1.824 -3.045  0.104
S: -3.122 4.028 -1.568  0.685
C: -2.257 3.886 -0.174  -1.862
S: -1.411 5.252 0.234  0.731
S: -2.290 2.500 0.910  0.659
C: 1.516 4.115 -2.104  -0.112
S: 1.457 3.003 -0.738  0.416
O: 1.579 3.765 0.473  -0.306
O: 2.425 1.944 -0.949  -0.329
O: 0.052 2.436 -0.890  -0.595
H: 2.507 4.563 -2.122  0.079
H: 0.752 4.872 -1.940  0.055
H: 1.328 3.560 -3.020  0.060
C: -4.205 -2.451 1.823  -0.028
C: -2.851 -2.730 1.844  -0.018
C: -1.968 -1.801 1.329  -0.151
N: -2.344 -0.627 0.797  -0.068
C: -3.663 -0.365 0.804  -0.172
C: -4.613 -1.237 1.294  -0.031
H: -4.925 -3.155 2.220  0.120
H: -2.464 -3.650 2.258  0.123
H: -0.914 -2.009 1.361  0.069
H: -3.957 0.606 0.439  0.045
H: -5.656 -0.952 1.270  0.117
N: -3.314 0.870 -3.625  0.149
C: -3.107 0.796 -2.302  -0.195
N: -1.832 0.774 -1.989  -0.033
C: -1.143 0.872 -3.206  -0.215
C: 0.221 0.926 -3.489  -0.036
C: 0.591 1.010 -4.816  -0.060
C: -0.359 1.054 -5.849  -0.066
C: -1.712 1.016 -5.582  -0.003
C: -2.075 0.925 -4.243  -0.181
H: -4.214 0.944 -4.067  0.171
H: -3.921 0.775 -1.599  0.111
H: 0.965 0.934 -2.705  0.068
H: 1.643 1.053 -5.065  0.114
H: -0.023 1.129 -6.874  0.110
H: -2.448 1.060 -6.372  0.117

Computed properties:
* maximum force: 1.13 eV/A
* relative energy (zero: lowest compared OMol25 entry of this formula, charge and spin): 115.6 kJ/mol
* total charge: +1
* molecular weight: 883.9 g mol⁻¹
* E_tot: -116190.9817 eV
* multiplicity: 2